ORCA calculation (wB97M-V/def2-TZVPD) on a 9-piece molecular cluster, C44H101N2O13P overall.

As for the structure (SMILES): CC[C@@H](C)[C@]1(P(N)O)C(=O)O[C@@H](CON=O)[C@@]1(C)CC[C@H](C)CCC=C(C)C.CC(C)O.CC(C)O.CC(C)O.CC(C)O.CC(C)O.CC(C)O.CC(C)O.CC(C)O. Its charge is 0. Its multiplicity is 1. The orbital gap is 0.289 Eh.

Last columns: bonded neighbours and bond lengths (Å).
Cartesian coordinates (Å):
1 C 1.34345 1.18569 -3.09862  C2 1.553, H29 1.088, H30 1.090, H31 1.086
2 C 1.05821 -0.24381 -2.56334  C1 1.553, C3 1.540, H32 1.088, H33 1.086
3 C -0.01028 -0.19536 -1.45511  C2 1.540, C4 1.532, C5 1.560, H34 1.095
4 C -1.36204 0.23735 -2.03218  C3 1.532, H35 1.088, H36 1.093, H37 1.090
5 C -0.12436 -1.44636 -0.53068  C3 1.560, P6 1.952, C9 1.512, C17 1.557
6 P -0.66191 -0.59352 1.14133  C5 1.952, N7 1.716, O8 1.646
7 N 0.29389 -1.32697 2.36351  P6 1.716, H38 1.014, H39 1.012
8 O -2.08668 -1.28487 1.58895  P6 1.646, H40 0.962
9 C 1.22684 -2.04753 -0.21495  C5 1.512, O10 1.208, O11 1.348
10 O 2.22691 -1.45197 0.10952  C9 1.208
11 O 1.19265 -3.39071 -0.32732  C9 1.348, C12 1.474
12 C -0.21265 -3.83184 -0.26012  O11 1.474, C13 1.518, C17 1.535, H41 1.088
13 C -0.47322 -4.05440 1.21847  C12 1.518, O14 1.450, H42 1.088, H43 1.089
14 O -1.09769 -5.35757 1.33623  C13 1.450, N15 1.430
15 N -1.45152 -5.58765 2.70215  O14 1.430, O16 1.162
16 O -0.77881 -6.40741 3.17809  N15 1.162
17 C -0.89632 -2.69924 -1.03943  C5 1.557, C12 1.535, C18 1.568, C19 1.557
18 C -0.46390 -3.00471 -2.51504  C17 1.568, H44 1.086, H45 1.092, H46 1.086
19 C -2.45201 -2.67421 -1.09293  C17 1.557, C20 1.531, H47 1.087, H48 1.090
20 C -3.21573 -3.66643 -0.21132  C19 1.531, C21 1.541, H49 1.088, H50 1.094
21 C -4.74295 -3.46445 -0.25979  C20 1.541, C22 1.530, C23 1.534, H51 1.096
22 C -5.30247 -3.50729 -1.68335  C21 1.530, H52 1.091, H53 1.093, H54 1.090
23 C -5.13944 -2.20699 0.52349  C21 1.534, C24 1.545, H55 1.093, H56 1.094
24 C -6.57751 -1.69611 0.28139  C23 1.545, C25 1.504, H57 1.088, H58 1.095
25 C -6.81141 -0.58977 1.27333  C24 1.504, C26 1.347, H59 1.086
26 C -6.77640 0.73008 1.00426  C25 1.347, C27 1.507, C28 1.519
27 C -7.08623 1.32074 -0.34730  C26 1.507, H60 1.093, H61 1.087, H62 1.094
28 C -6.44107 1.73609 2.09197  C26 1.519, H63 1.092, H64 1.095, H65 1.086
29 H 0.84605 1.94256 -2.49663  C1 1.088
30 H 2.40892 1.40483 -3.03340  C1 1.090
31 H 1.01225 1.25748 -4.13029  C1 1.086
32 H 0.66460 -0.83524 -3.38766  C2 1.088
33 H 1.99331 -0.64883 -2.18730  C2 1.086
34 H 0.29115 0.62054 -0.79027  C3 1.095
35 H -1.69731 -0.41300 -2.83721  C4 1.088
36 H -2.11088 0.28204 -1.23774  C4 1.093
37 H -1.27060 1.25536 -2.41124  C4 1.090
38 H -0.25066 -1.33908 3.21823  N7 1.014
39 H 1.11924 -0.75230 2.47992  N7 1.012
40 H -2.80153 -0.65495 1.45305  O8 0.962
41 H -0.19486 -4.79750 -0.76163  C12 1.088
42 H -1.14976 -3.33106 1.66827  C13 1.088
43 H 0.46259 -4.07072 1.77429  C13 1.089
44 H 0.60145 -2.86319 -2.67367  C18 1.086
45 H -0.71225 -4.04710 -2.72359  C18 1.092
46 H -0.99774 -2.37531 -3.22165  C18 1.086
47 H -2.82138 -1.67793 -0.86256  C19 1.087
48 H -2.75799 -2.87013 -2.12057  C19 1.090
49 H -2.92997 -3.55567 0.83259  C20 1.088
50 H -2.99025 -4.69242 -0.51693  C20 1.094
51 H -5.16970 -4.31594 0.28343  C21 1.096
52 H -5.04394 -2.61250 -2.25114  C22 1.091
53 H -4.88919 -4.37798 -2.19948  C22 1.093
54 H -6.38495 -3.63032 -1.66334  C22 1.090
55 H -4.47313 -1.37367 0.28510  C23 1.093
56 H -5.05228 -2.39942 1.59698  C23 1.094
57 H -6.63582 -1.32990 -0.74151  C24 1.088
58 H -7.26460 -2.53455 0.43283  C24 1.095
59 H -6.99928 -0.87456 2.30441  C25 1.086
60 H -6.41532 2.14247 -0.61103  C27 1.093
61 H -7.06672 0.58506 -1.14792  C27 1.087
62 H -8.09222 1.74723 -0.29146  C27 1.094
63 H -6.07722 2.65371 1.62597  C28 1.092
64 H -7.32589 2.01471 2.67345  C28 1.095
65 H -5.67948 1.34775 2.76177  C28 1.086
66 C 2.33751 5.23678 0.13582  C67 1.521, H70 1.094, H71 1.091, H72 1.091
67 C 2.95456 4.54376 -1.06978  C66 1.521, C68 1.519, O69 1.428, H73 1.091
68 C 3.92596 5.45555 -1.80039  C67 1.519, H74 1.094, H75 1.091, H76 1.090
69 O 1.93006 4.08367 -1.95251  C67 1.428, H77 0.963
70 H 1.77119 6.11679 -0.18248  C66 1.094
71 H 1.64776 4.56630 0.65027  C66 1.091
72 H 3.10394 5.55941 0.84196  C66 1.091
73 H 3.47674 3.64347 -0.74150  C67 1.091
74 H 3.40610 6.34174 -2.17710  C68 1.094
75 H 4.35948 4.94053 -2.65859  C68 1.091
76 H 4.73660 5.77985 -1.14755  C68 1.090
77 H 1.44403 4.85389 -2.26563  O69 0.963
78 C -0.74236 1.97282 6.08044  C79 1.520, H82 1.094, H83 1.090, H84 1.091
79 C -0.11658 1.49057 4.78135  C78 1.520, C80 1.521, O81 1.428, H85 1.092
80 C 0.70277 2.58201 4.10935  C79 1.521, H86 1.094, H87 1.091, H88 1.091
81 O -1.12264 1.01133 3.88883  C79 1.428, H89 0.963
82 H -1.42172 2.80738 5.88557  C78 1.094
83 H -1.32191 1.17486 6.54501  C78 1.090
84 H 0.01850 2.30760 6.78651  C78 1.091
85 H 0.52344 0.62973 4.98582  C79 1.092
86 H 0.06410 3.43304 3.85674  C80 1.094
87 H 1.14291 2.21455 3.18150  C80 1.091
88 H 1.50348 2.93498 4.76058  C80 1.091
89 H -1.70788 1.74659 3.67856  O81 0.963
90 C 2.83929 -5.90046 4.97711  C91 1.521, H94 1.094, H95 1.090, H96 1.091
91 C 2.33629 -4.51444 4.60453  C90 1.521, C92 1.520, O93 1.429, H97 1.092
92 C 2.96192 -4.01696 3.31182  C91 1.520, H98 1.094, H99 1.090, H100 1.092
93 O 2.58859 -3.59341 5.66800  C91 1.429, H101 0.963
94 H 3.92163 -5.88031 5.13321  C90 1.094
95 H 2.37648 -6.23972 5.90415  C90 1.090
96 H 2.61914 -6.62507 4.19198  C90 1.091
97 H 1.25016 -4.54210 4.49714  C91 1.092
98 H 4.04793 -3.94028 3.41713  C92 1.094
99 H 2.58167 -3.02685 3.05908  C92 1.090
100 H 2.74590 -4.69069 2.48066  C92 1.092
101 H 3.54245 -3.54539 5.78877  O93 0.963
102 C -4.21647 -8.04524 1.48665  C103 1.520, H106 1.093, H107 1.090, H108 1.091
103 C -3.88581 -8.67476 0.14369  C102 1.520, C104 1.521, O105 1.428, H109 1.091
104 C -2.93211 -9.84988 0.29565  C103 1.521, H110 1.094, H111 1.090, H112 1.091
105 O -3.33222 -7.69287 -0.73287  C103 1.428, H113 0.964
106 H -3.30132 -7.66301 1.94647  C102 1.093
107 H -4.89592 -7.20264 1.35459  C102 1.090
108 H -4.67544 -8.75995 2.17113  C102 1.091
109 H -4.80367 -9.01258 -0.33977  C103 1.091
110 H -1.98902 -9.51646 0.73769  C104 1.094
111 H -2.70610 -10.28656 -0.67721  C104 1.090
112 H -3.35579 -10.62483 0.93608  C104 1.091
113 H -2.51910 -7.36549 -0.33089  O105 0.964
114 C 8.56718 3.92323 -0.82787  C115 1.521, H118 1.094, H119 1.090, H120 1.091
115 C 8.12283 5.17512 -1.56845  C114 1.521, C116 1.520, O117 1.428, H121 1.091
116 C 9.30833 6.01471 -2.01601  C115 1.520, H122 1.094, H123 1.090, H124 1.091
117 O 7.24603 5.94994 -0.74902  C115 1.428, H125 0.963
118 H 9.12489 4.19395 0.07318  C114 1.094
119 H 7.70343 3.33446 -0.51849  C114 1.090
120 H 9.20776 3.29957 -1.45259  C114 1.091
121 H 7.52973 4.89098 -2.43877  C115 1.091
122 H 9.88779 6.34745 -1.14951  C116 1.094
123 H 8.96722 6.90312 -2.54751  C116 1.090
124 H 9.96874 5.44916 -2.67447  C116 1.091
125 H 7.73646 6.22146 0.03378  O117 0.963
126 C -6.42453 0.48034 6.82745  C127 1.521, H130 1.093, H131 1.090, H132 1.091
127 C -7.30777 0.11966 5.64303  C126 1.521, C128 1.521, O129 1.427, H133 1.091
128 C -8.45988 -0.78226 6.05820  C127 1.521, H134 1.094, H135 1.090, H136 1.091
129 O -6.53397 -0.50138 4.61710  C127 1.427, H137 0.963
130 H -5.98411 -0.42216 7.26019  C126 1.093
131 H -5.60695 1.12844 6.51091  C126 1.090
132 H -6.99340 0.99093 7.60557  C126 1.091
133 H -7.70353 1.03169 5.19313  C127 1.091
134 H -8.07703 -1.72042 6.46941  C128 1.094
135 H -9.08266 -1.02741 5.19765  C128 1.090
136 H -9.08375 -0.30575 6.81545  C128 1.091
137 H -6.16144 -1.31313 4.97829  O129 0.963
138 C 9.86136 11.24263 -5.22703  C139 1.521, H142 1.094, H143 1.090, H144 1.091
139 C 9.13532 10.08950 -4.55138  C138 1.521, C140 1.520, O141 1.428, H145 1.091
140 C 9.20155 10.19355 -3.03600  C139 1.520, H146 1.094, H147 1.090, H148 1.091
141 O 9.67200 8.84023 -4.98648  C139 1.428, H149 0.963
142 H 10.92014 11.23604 -4.95320  C138 1.094
143 H 9.79916 11.15015 -6.31126  C138 1.090
144 H 9.43805 12.20436 -4.93421  C138 1.091
145 H 8.09193 10.08209 -4.86918  C139 1.091
146 H 10.24034 10.15401 -2.69568  C140 1.094
147 H 8.67158 9.35963 -2.57529  C140 1.090
148 H 8.75961 11.12506 -2.67987  C140 1.091
149 H 10.59745 8.81120 -4.72241  O141 0.963
150 C 0.71501 -1.77407 -7.06013  C151 1.521, H154 1.094, H155 1.091, H156 1.091
151 C 0.25447 -0.38634 -7.48077  C150 1.521, C152 1.521, O153 1.426, H157 1.091
152 C 0.80035 -0.00726 -8.84888  C151 1.521, H158 1.094, H159 1.090, H160 1.091
153 O 0.63896 0.57947 -6.50425  C151 1.426, H161 0.963
154 H 1.80574 -1.80568 -6.98873  C150 1.094
155 H 0.31247 -2.02964 -6.07914  C150 1.091
156 H 0.39611 -2.53288 -7.77605  C150 1.091
157 H -0.83587 -0.35594 -7.50286  C151 1.091
158 H 1.89354 0.01001 -8.82850  C152 1.094
159 H 0.45873 0.98774 -9.13421  C152 1.090
160 H 0.48319 -0.71764 -9.61354  C152 1.091
161 H 1.60091 0.58352 -6.45252  O153 0.963

ORCA calculation (wB97M-V/def2-TZVPD) on an isolated ion of composition C3H8N3 and charge +1.

As for the structure (SMILES): C[C@@H]1N=NC[NH2+]1. Its charge is +1. Its multiplicity is 1. The orbital gap is 0.383 Eh.

Last columns: bonded neighbours and bond lengths (Å).
Cartesian coordinates (Å):
1 C 1.39484 0.81095 -0.92557  N4 1.392, N6 1.596, H7 1.117, H8 1.108
2 C -0.16352 -0.38849 0.62141  C3 1.524, N5 1.667, N6 1.555, H9 1.184
3 C -1.64133 -0.40700 0.99490  C2 1.524, H10 1.171, H11 1.113, H12 1.102
4 N 1.22226 1.48036 0.28310  C1 1.392, N5 1.221
5 N 0.45417 1.07055 1.13954  C2 1.667, N4 1.221
6 N 0.38188 -0.41852 -0.83404  C1 1.596, C2 1.555, H13 1.056, H14 1.028
7 H 0.87535 1.45458 -1.67670  C1 1.117
8 H 2.36056 0.45017 -1.33254  C1 1.108
9 H 0.52681 -1.19847 1.14047  C2 1.184
10 H -2.33576 -0.65396 0.08526  C3 1.171
11 H -1.79625 0.64751 1.31561  C3 1.113
12 H -1.85477 -1.17500 1.75563  C3 1.102
13 H -0.28977 -0.35090 -1.64616  N6 1.056
14 H 0.86554 -1.32178 -0.92090  N6 1.028

Number 1: strongest force on any atom 1.48 eV Å⁻¹, LUMO level -0.022 eV. Number 2: strongest force on any atom 3.15 eV Å⁻¹, LUMO level -4.200 eV.